1.
Computed, not measured: C25H48Cl3CoN4O3SSi as an isolated structure, with ωB97M-V/def2-TZVPD.

The geometry in XYZ format:
```
86
Properties=species:S:1:pos:R:3:forces:R:3:lowdin_charge:R:1
Co 1.9727 0.1679 -4.9828 0.604 0.523 2.771 -0.004
Cl 2.0575 -1.2389 -3.3646 0.257 -0.859 0.702 0.044
Cl -0.8332 0.8171 -0.8603 0.086 -0.215 -1.095 -0.150
Cl 3.4335 1.7201 -5.2650 1.072 1.015 -0.174 0.048
S -0.2865 1.2488 1.7009 -0.123 -0.724 2.378 0.545
Si -1.0415 0.6792 -5.6791 0.108 -1.362 -2.361 0.628
O -2.7663 -1.4537 -1.7638 0.842 -1.128 0.592 -0.050
O 0.2986 1.4143 -4.1045 0.487 0.840 0.155 -0.189
O 0.8124 -0.0212 -6.3195 -2.131 0.482 -0.271 -0.372
N -1.2763 -3.1862 -1.5140 -0.069 -0.204 -0.060 -0.194
N 1.1097 0.1316 3.6512 0.782 -1.042 0.698 -0.222
N -1.1732 -0.1710 3.8603 -0.709 -0.600 0.320 -0.261
N -0.1915 3.3175 -2.8567 1.165 -0.830 -0.816 -0.155
C 0.2411 0.4949 -9.5450 -0.041 0.477 -0.384 -0.070
C 1.7233 2.0478 -8.4308 0.033 0.425 -0.339 -0.039
C -2.4172 -0.3555 3.1177 0.034 0.283 -0.035 -0.116
C 0.4266 2.7791 -10.3396 0.141 -0.017 0.249 -0.101
C -0.8598 -4.2553 -0.6335 0.273 0.414 0.350 -0.077
C 1.3584 3.0518 -9.3298 -0.292 -0.501 -0.019 -0.076
C 1.7160 -2.1225 -9.1100 0.074 0.419 0.727 -0.127
C -2.1777 0.0428 -4.3678 0.073 0.290 1.052 -0.162
C -2.0098 -2.1277 -1.0674 -0.978 0.792 -0.670 -0.376
C -0.1229 1.5033 -10.4523 -0.008 -0.384 0.238 -0.082
C 0.3814 4.5231 -2.2605 0.286 0.029 0.015 -0.035
C -1.4051 0.3484 5.2072 -0.022 -0.236 -0.356 -0.076
C -1.6320 3.1140 -2.7970 -0.320 -0.118 -0.109 -0.091
C -0.1162 0.3743 3.1437 0.074 1.867 -1.698 -0.776
C -1.1229 2.3732 -6.4477 0.126 0.454 0.101 -0.146
C 1.6005 -0.2114 -7.4981 -0.236 -0.816 -0.136 -0.319
C 2.2809 0.5403 2.8834 -0.096 0.091 0.233 -0.120
C 1.9859 -3.5390 -9.4812 0.065 -0.569 -0.257 -0.111
C 1.6704 -1.6942 -7.8322 0.036 0.058 -1.735 -0.224
C 0.6491 2.4214 -3.4038 -1.691 -0.241 0.129 -0.248
C 1.3084 -0.8937 4.6849 0.276 0.228 -0.409 -0.071
C 1.9234 -2.6616 -6.7198 -0.012 -0.062 0.585 -0.049
C -1.7283 -0.4719 -7.0916 -0.138 0.206 0.034 -0.170
C -1.0590 -3.3647 -2.9355 0.037 0.274 -0.220 -0.061
C 1.1642 0.7786 -8.5375 0.061 -0.218 -0.462 -0.178
H -2.8872 0.6137 2.8789 0.015 -0.296 -0.043 0.077
H -2.2269 -0.8893 2.1795 0.006 0.278 0.225 0.066
H -2.1603 -0.2834 5.6790 0.046 0.049 0.084 0.081
H -2.7893 -0.7023 -6.9047 0.238 0.040 -0.036 0.024
H 0.2358 -4.3449 -0.5919 -0.173 0.033 0.037 0.086
H 1.7603 -2.2135 -5.7294 -0.042 -0.345 -0.345 -0.002
H 1.7967 4.0346 -9.2368 0.001 0.097 -0.034 0.096
H 2.2672 1.6263 2.7455 0.114 -0.208 -0.017 0.063
H -0.8407 1.2659 -11.2453 0.265 0.189 0.293 0.102
H 1.2797 -3.5490 -6.8119 0.136 0.243 0.086 0.087
H 1.8166 -3.6914 -10.5525 0.044 -0.048 0.155 0.066
H -2.0441 2.9627 -3.8009 0.011 0.153 0.205 0.068
H 1.4164 -0.4253 5.6707 -0.004 -0.200 0.000 0.072
H -0.8237 -4.4129 -3.1313 -0.094 0.046 -0.046 0.078
H 1.2134 4.2646 -1.5954 -0.268 0.022 0.007 0.096
H 0.7787 5.1821 -3.0474 -0.235 -0.042 0.237 0.090
H 2.2993 0.0782 1.8875 -0.138 0.097 0.144 0.084
H -1.9986 -1.0222 -4.1824 0.009 0.183 -0.135 0.022
H 1.3449 -4.2505 -8.9410 0.166 0.166 -0.072 0.073
H -3.0933 -0.9550 3.7363 0.050 0.074 -0.025 0.075
H -0.5000 0.3102 5.8106 -0.087 0.114 -0.043 0.059
H -1.1856 -1.4260 -7.1603 -0.133 0.198 0.080 0.031
H 2.6522 0.0398 -7.2377 -0.414 0.136 -0.006 0.113
H -0.1967 2.9318 -6.2816 -0.148 0.009 0.061 0.040
H 0.4680 -1.5938 4.6896 0.151 0.183 0.053 0.087
H 3.1683 0.2284 3.4374 -0.016 0.154 0.011 0.072
H -1.2554 -5.2211 -0.9813 -0.071 0.205 0.128 0.080
H -1.7851 1.3759 5.1783 0.031 0.113 0.013 0.090
H 1.7138 2.5796 -3.2220 -0.069 0.100 -0.058 0.116
H -1.9582 2.9520 -6.0381 0.096 -0.014 0.020 0.031
H 0.1265 3.5646 -11.0299 0.085 -0.136 0.077 0.094
H -0.1761 -0.5105 -9.6455 0.078 0.524 0.111 0.107
H -1.2690 2.3021 -7.5316 0.040 -0.129 0.192 0.031
H -1.9607 -3.0711 -3.4875 0.196 -0.143 0.095 0.077
H 1.6336 -1.4329 -9.9463 0.031 -0.033 0.300 0.093
H 3.0310 -3.8182 -9.2721 -0.224 0.013 -0.005 0.082
H -0.3990 5.0495 -1.6932 0.417 -0.262 -0.184 0.088
H -1.8311 2.2376 -2.1513 0.158 0.218 -0.261 -0.046
H 2.2301 -1.4426 4.4734 -0.115 0.006 0.014 0.077
H 2.9665 -3.0197 -6.7345 -0.245 0.091 -0.077 0.099
H -2.0925 0.5180 -3.3887 0.118 -0.188 -0.038 -0.015
H 2.4514 2.2346 -7.6324 -0.311 0.005 -0.332 0.060
H -2.0718 3.9891 -2.3152 -0.023 -0.049 -0.290 0.083
H -0.2086 -2.7465 -3.2716 -0.300 -0.193 0.064 0.036
H -1.2393 -4.0460 0.3812 0.206 -0.172 -0.376 0.085
H -1.6661 0.0170 -8.0731 -0.017 -0.155 0.253 0.002
H -1.8462 -1.8994 -0.0023 -0.174 -0.173 0.001 0.101
H -3.2315 0.1320 -4.6876 0.463 0.007 -0.248 0.060
```
Positions in Å, forces in eV/Å.

The calculation puts the total energy at -132717.09436 eV. As for the total charge: -1. The value obtained for the HOMO energy (alpha / beta) is -0.1301 / -0.1301 hartree. As for the expectation value of S²: 3.758. The relative energy (zero: lowest compared OMol25 entry of this formula, charge and spin) comes out at 0.0000 eV. Its LUMO energy (alpha / beta) is 0.0946 / 0.0945 Eh. As for the spin multiplicity: 4.

---

2.
Computed, not measured: C25H48GdO3P2S as an isolated structure, with ωB97M-V/def2-TZVPD.

The geometry in XYZ format:
```
80
Properties=species:S:1:pos:R:3:forces:R:3:lowdin_charge:R:1
Gd -0.3065 -0.5025 -0.5522 -1.244 -0.649 3.363 1.437
S 1.1733 -0.7495 2.6294 -0.326 0.377 -1.177 0.455
P 0.8961 -3.2565 0.0377 0.223 -0.025 0.371 0.791
P 2.0573 2.6630 0.6494 -0.638 -0.354 0.065 0.802
O 0.5460 0.0003 1.4394 0.376 -0.504 1.422 -0.558
O 2.5591 -1.0310 2.2821 -0.754 -0.248 0.526 -0.333
O 0.3164 -1.8502 3.0455 0.503 0.585 -0.198 -0.348
C -0.1744 -4.6102 -0.5810 -0.154 0.025 -0.385 -0.267
C -2.2474 1.4186 3.1823 0.252 0.171 0.495 -0.001
C -2.4048 0.8955 1.8167 -0.022 2.234 -1.193 -0.184
C 3.6328 1.8691 1.1385 0.121 0.230 0.192 -0.264
C -2.2562 3.1186 0.5504 0.128 0.794 -0.159 -0.024
C -2.8760 0.8032 -0.4332 -0.326 0.374 1.092 -0.228
C 2.6594 4.1102 -0.2795 0.183 0.136 0.124 -0.280
C -2.7970 -1.5475 2.4738 0.157 -0.624 0.433 -0.003
C -1.0525 -0.7717 -2.9665 0.624 -0.891 -1.617 -0.237
C -3.5000 1.3150 -1.6684 -0.032 -0.069 -0.474 -0.006
C -3.3064 -1.7897 -0.6043 -0.581 -0.354 -0.366 -0.042
C 1.5052 -4.0330 1.5657 -0.059 -0.206 0.279 -0.279
C 0.5266 1.3440 -1.8380 0.788 1.208 -1.031 -0.293
C 1.4764 3.4209 2.2029 0.293 0.379 0.322 -0.274
C -1.0047 0.5115 -3.7537 -0.177 0.211 -0.301 -0.185
C -2.6833 -0.4548 1.4967 -0.812 -1.443 -2.323 -0.202
C -0.0701 1.6180 -3.2052 -0.409 0.064 -0.207 -0.154
C 1.1555 0.4308 3.9496 0.274 -0.264 0.475 -0.130
C 0.0631 -1.5821 -2.7502 -0.262 -0.346 -1.565 -0.266
C 1.3868 -1.3071 -3.4500 -0.013 0.000 -0.211 -0.173
C -2.9480 -0.5360 0.0980 0.666 -0.405 1.867 -0.301
C 2.4738 -3.3648 -0.8778 0.049 -0.067 -0.383 -0.249
C -2.4702 1.6594 0.6340 0.423 -0.684 0.952 -0.222
C 2.3086 -0.3007 -2.7366 0.259 -0.179 0.127 -0.165
C 1.6391 0.5171 -1.6514 0.888 0.494 -0.785 -0.251
H -0.8356 -4.2478 -1.3845 0.161 -0.294 0.247 0.023
H 2.2810 4.0369 2.6299 -0.293 -0.007 0.121 0.051
H -3.6435 0.5086 -2.3919 -0.080 0.218 -0.026 0.083
H 0.2435 1.0394 3.9732 0.421 -0.265 -0.241 0.042
H 2.7616 0.3530 -3.5007 -0.053 0.004 0.278 0.129
H 3.0493 3.7777 -1.2507 -0.067 0.136 0.202 0.041
H 1.8337 -5.0489 1.3125 -0.036 0.137 0.034 0.060
H 4.2237 2.5942 1.7094 0.165 -0.203 -0.055 0.048
H -1.7811 0.6653 3.8211 -0.095 0.077 0.052 0.079
H 1.1636 -0.9367 -4.4657 0.003 -0.173 0.315 0.121
H 1.1843 2.6578 2.9360 0.081 0.358 -0.398 -0.001
H -1.9579 3.4142 -0.4641 -0.054 0.018 0.197 0.079
H -1.4481 3.4310 1.2271 -0.259 -0.030 -0.169 0.065
H -2.9612 -2.5108 1.9852 -0.063 0.131 0.120 0.079
H 0.6046 4.0578 1.9913 0.288 -0.131 0.091 0.032
H -0.0980 -2.6322 -2.4419 -0.124 0.643 -0.199 0.073
H 2.3849 -3.0492 -1.9229 0.068 -0.190 0.337 0.010
H 0.6995 1.8260 -3.9748 -0.102 -0.029 0.586 0.128
H 3.1409 -0.8542 -2.2696 -0.288 0.299 -0.163 0.108
H -2.0287 0.9064 -3.8196 0.406 -0.156 -0.031 0.092
H 2.3540 -3.4651 1.9575 -0.232 -0.063 -0.020 0.040
H 0.7222 -4.0754 2.3259 0.194 0.019 -0.116 0.042
H -1.8740 -1.6555 3.0599 -0.219 0.123 -0.049 0.072
H -2.0122 -1.2865 -3.0641 0.113 0.201 0.666 0.105
H 1.9276 -2.2604 -3.5769 -0.288 0.431 -0.106 0.106
H -2.6647 -2.0010 -1.4726 -0.323 -0.083 0.217 0.045
H -3.6302 -1.3849 3.1751 0.189 0.065 -0.172 0.114
H -0.7084 0.2957 -4.7930 -0.092 -0.113 0.153 0.124
H -2.9159 2.1290 -2.1201 -0.140 -0.216 0.074 0.086
H -0.6807 2.5291 -3.1079 0.348 -0.163 -0.126 0.109
H 3.1957 -2.7086 -0.3701 -0.203 -0.181 -0.102 0.061
H -4.4881 1.7428 -1.4275 0.227 -0.157 -0.027 0.122
H 4.1808 1.5944 0.2284 -0.006 0.073 0.181 0.047
H 2.2876 0.6679 -0.7680 -0.823 -0.115 -0.205 0.057
H -0.8018 -4.9603 0.2526 0.195 0.111 -0.267 0.055
H -3.2218 1.6600 3.6347 0.154 -0.066 -0.157 0.116
H -3.1553 3.7027 0.8045 0.227 -0.152 -0.038 0.103
H 3.4775 0.9562 1.7287 -0.020 0.289 -0.193 0.014
H -4.3464 -1.7213 -0.9555 0.244 -0.257 -0.168 0.108
H -1.6452 2.3352 3.2075 -0.125 -0.170 -0.026 0.088
H 1.1936 -0.1693 4.8642 0.100 0.138 -0.110 0.083
H 2.0719 1.0178 3.8608 -0.266 0.059 0.094 0.064
H 0.4253 -5.4460 -0.9630 -0.174 0.105 0.125 0.057
H 0.3413 2.1452 -1.0867 0.245 -0.858 -0.235 0.050
H 2.8349 -4.3997 -0.8375 0.045 0.212 -0.059 0.060
H 1.8265 4.8039 -0.4500 0.229 -0.091 0.001 0.043
H 3.4542 4.6086 0.2829 -0.021 0.186 -0.199 0.042
H -3.2430 -2.6509 0.0668 -0.052 0.164 -0.159 0.079
```
Positions in Å, forces in eV/Å.

The calculation puts the total energy at -83082.80322 eV. As for the total charge: +1. The value obtained for the HOMO energy (alpha / beta) is -0.3483 / -0.3797 hartree. As for the expectation value of S²: 16.060. Its LUMO energy (alpha / beta) is -0.1293 / -0.1918 Eh. As for the spin multiplicity: 8.

---

3.
Computed, not measured: a 7-piece molecular cluster, C25H48O22 overall, with ωB97M-V/def2-TZVPD.

The geometry in XYZ format:
```
95
Properties=species:S:1:pos:R:3:forces:R:3:lowdin_charge:R:1
O 11.1468 7.1613 -2.8909 -0.266 -0.031 0.323 0.122
O 2.4106 -6.1440 4.3642 0.083 -0.285 0.164 0.109
O 3.9018 -7.7131 5.0545 -0.422 0.108 0.041 0.001
O -1.7756 -1.8132 4.3773 -0.792 0.133 -2.193 -0.243
O 10.1908 7.7191 -0.9062 -0.033 -0.259 -0.254 -0.003
O -7.4411 -1.6151 5.0115 -0.150 -0.116 -0.327 -0.005
O -0.1028 -2.0607 -0.2844 -0.880 2.526 2.200 0.008
O 9.4823 5.9429 -1.9392 0.262 0.409 0.176 0.004
O 7.1822 4.7057 -5.1708 0.079 0.305 -0.257 -0.018
O -12.5786 -3.1032 -2.5091 0.080 0.143 0.404 0.000
O -12.8992 -2.1098 -0.6031 0.209 -0.224 -0.323 0.001
O -1.6616 -0.3167 0.1616 4.628 -0.929 -1.068 0.134
O 0.7524 -0.0191 0.0248 -2.115 0.051 0.824 -0.044
O -10.9122 -3.1505 -0.9657 -0.335 0.122 -0.096 0.117
O 6.1315 6.4173 -6.2332 0.350 -0.242 0.142 0.128
O -9.3039 -2.7259 4.3331 0.352 0.214 -0.052 0.120
O -0.1820 3.4297 -4.2960 0.392 -0.185 0.097 0.125
O -7.7310 -1.9573 2.8851 -0.055 0.008 0.503 -0.001
O 0.8676 1.7183 -3.2336 0.156 0.347 -0.252 0.007
O 8.3925 6.2005 -6.1833 -0.365 -0.249 0.168 -0.014
O 2.0793 3.2124 -4.2459 -0.246 -0.191 0.132 -0.003
O 1.8457 -7.8598 5.7416 0.362 0.164 -0.222 0.001
C 10.3545 6.9612 -2.0034 -0.145 -0.128 0.049 -0.600
C -1.4410 -2.7744 3.3163 1.076 -0.141 0.844 -0.199
C 0.5099 -7.3593 5.7656 -0.447 0.106 0.059 -0.045
C -0.5005 -0.6976 -0.0186 -0.861 -0.777 0.016 -0.425
C 5.9046 4.1972 -4.7918 -0.337 -0.224 0.176 -0.047
C 4.9084 -7.0458 4.2955 0.367 0.153 -0.208 -0.047
C -12.4328 -1.7371 0.6925 0.067 0.124 0.426 -0.048
C 1.4990 -0.7673 1.0647 -1.129 1.008 -0.587 -0.048
C -12.0168 -2.8215 -1.3226 -0.183 0.058 -0.042 -0.599
C 2.6907 -7.1373 4.9894 0.031 -0.183 0.124 -0.600
C 2.1804 4.4064 -5.0202 0.063 0.365 -0.235 -0.037
C 0.8183 2.8464 -3.9594 0.006 -0.143 0.101 -0.599
C 0.6996 -3.3318 1.7652 -1.055 0.060 0.391 -0.116
C 8.4949 7.3949 -6.9574 0.143 0.423 -0.267 -0.038
C -2.7095 -0.8324 3.8424 -0.409 0.931 1.099 -0.118
C -8.5066 -2.4865 1.8101 -0.193 -0.157 -0.441 -0.039
C -0.4106 1.2100 -2.8546 -0.420 -0.216 0.156 -0.032
C 9.5442 5.0477 -3.0500 0.013 -0.309 -0.378 -0.035
C -11.7466 -3.8623 -3.3846 0.205 -0.238 -0.329 -0.047
C 0.1752 -2.7546 3.1688 -0.327 -1.230 0.534 -0.150
C 11.0601 8.8477 -0.8403 0.226 0.350 0.085 -0.049
C -7.8859 -1.7536 6.3595 -0.069 -0.006 0.428 -0.048
C -8.2653 -2.1578 4.1001 0.130 0.057 -0.128 -0.602
C 7.1324 5.8348 -5.8974 0.058 -0.004 -0.039 -0.597
C 1.0099 -2.2281 0.6490 2.267 -2.284 -0.268 -0.246
H 0.5506 -3.4814 3.9853 -0.455 1.249 -1.229 0.113
H -0.1498 -3.9904 1.3390 1.360 1.017 0.510 0.130
H 5.0560 -6.0276 4.6621 -0.134 -0.061 -0.136 0.098
H 10.5283 4.5774 -3.1115 -0.042 0.179 -0.055 0.103
H -7.1452 -1.2804 7.0047 0.060 0.007 -0.306 0.093
H -8.8432 -1.2481 6.5035 0.025 -0.194 -0.062 0.098
H 4.6510 -7.0407 3.2342 -0.055 0.133 0.137 0.098
H 8.0674 8.2421 -6.4171 -0.097 -0.138 -0.115 0.100
H -12.3010 -4.0299 -4.3084 -0.146 0.165 0.224 0.094
H 9.5537 7.5921 -7.1266 -0.071 -0.259 0.182 0.096
H -0.2507 0.3007 -2.2745 0.287 0.215 -0.231 0.071
H 10.8825 9.5208 -1.6819 0.131 -0.157 0.002 0.098
H 2.5954 -0.4812 0.9797 -1.428 -0.874 -0.184 0.146
H 0.0774 -7.3667 4.7627 0.110 0.143 0.081 0.098
H 0.5812 -1.7314 3.4559 -0.633 -1.273 -0.579 0.102
H -0.0813 -8.0189 6.4013 0.302 -0.070 -0.036 0.094
H 1.7528 5.2538 -4.4801 -0.101 -0.127 -0.127 0.104
H 3.2380 4.6054 -5.1907 -0.116 -0.209 0.145 0.065
H 5.8407 -7.5967 4.4220 -0.251 -0.111 0.149 0.094
H -2.8144 -0.0075 4.6400 0.216 -1.296 -1.152 0.099
H -10.8346 -3.3112 -3.6238 -0.030 -0.123 0.159 0.098
H 12.1044 8.5290 -0.8146 -0.110 0.038 -0.169 0.098
H -1.0017 0.9560 -3.7372 0.017 0.187 0.083 0.105
H 1.5731 -4.0606 1.9367 -1.073 1.462 -0.377 0.120
H -13.2247 -1.1688 1.1808 -0.052 -0.102 -0.285 0.095
H -0.9414 1.9297 -2.2280 0.004 -0.035 -0.180 0.109
H 1.6926 4.2803 -5.9892 -0.091 0.066 0.173 0.103
H 8.0073 7.2689 -7.9264 -0.093 0.046 0.181 0.099
H -1.9826 -2.5293 2.3422 0.733 -0.344 1.262 0.120
H 5.3139 3.9431 -5.6745 0.052 0.152 0.077 0.092
H -11.5073 -4.8325 -2.9441 0.102 0.175 0.027 0.098
H 5.3738 4.9171 -4.1649 0.016 -0.004 -0.183 0.100
H 8.7992 4.2675 -2.8929 0.013 0.240 0.213 0.092
H 0.4826 -6.3536 6.1907 0.030 -0.048 -0.190 0.098
H -2.3429 -0.3194 2.8895 -0.443 -0.928 1.101 0.086
H 9.3067 5.5691 -3.9781 0.209 -0.067 0.124 0.076
H -9.4885 -2.0107 1.7722 0.063 -0.183 0.093 0.081
H 10.8400 9.3842 0.0831 -0.169 -0.254 -0.054 0.093
H -7.9817 -2.2671 0.8801 0.111 0.095 0.259 0.098
H -8.6059 -3.5700 1.9028 -0.136 0.150 0.073 0.103
H 6.0650 3.2880 -4.2117 0.233 0.139 -0.105 0.100
H -3.7491 -1.2876 3.7157 1.359 0.525 -0.131 0.098
H -1.7432 -3.8113 3.7250 0.323 1.508 -0.983 0.131
H -12.2204 -2.6226 1.2956 0.127 0.095 -0.115 0.100
H -7.9606 -2.8080 6.6344 -0.148 0.113 -0.087 0.098
H -11.5481 -1.1010 0.6153 -0.013 -0.181 -0.007 0.091
H 1.1015 -0.2747 2.0113 0.579 -1.389 -0.775 0.132
H 1.8215 -2.7138 -0.0007 -0.948 0.920 0.899 0.157
```
Positions in Å, forces in eV/Å.

The calculation puts the total energy at -71745.53315 eV. The value obtained for the HOMO energy is -0.3520 hartree. The SMILES is COCCC[C@@H]1COC(=O)O1.COC(=O)OC.COC(=O)OC.COC(=O)OC.COC(=O)OC.COC(=O)OC.COC(=O)OC. Its LUMO energy is 0.0208 Eh.